Computed, not measured: a structure of composition C11H29LuN3OP2 at a distorted geometry, with the ωB97M-V functional and the def2-TZVPD basis.

Element x y z (Å)
H 4.061 -0.224 -2.311
O 1.681 -1.082 -0.993
C 0.933 -2.603 2.142
H -0.027 -1.217 -2.802
H -0.242 1.579 1.941
N 0.511 2.262 1.829
C 2.875 2.117 1.141
C -1.371 3.370 -0.723
H 0.713 -3.604 -0.718
H 0.839 -1.800 2.897
H -1.250 -0.190 0.576
H -4.545 1.230 -0.287
C -2.666 1.738 -2.690
H -1.720 1.726 -3.258
H -4.368 2.999 -0.521
C 1.522 1.745 1.105
H -0.008 -4.866 0.326
H -0.472 -0.623 -3.092
C 4.357 -0.357 -1.240
C -1.889 -3.289 2.132
H -3.740 2.247 0.975
H -3.244 0.819 -2.889
H -2.012 4.213 -1.037
H -2.109 -2.586 2.949
H -1.058 -3.981 -0.833
H 5.363 0.108 -1.098
N 1.166 0.729 0.288
H 4.851 1.698 0.314
H 1.824 -2.412 1.514
C 2.097 -0.022 -0.334
C -0.192 -3.891 -0.149
H -2.090 -0.941 -0.459
H 3.234 2.895 1.779
H 0.655 2.903 2.592
P -2.245 1.744 -0.888
H 1.061 -3.567 2.666
H -1.063 3.502 0.331
H -0.475 3.340 -1.369
H 4.404 -1.426 -0.930
Lu -0.379 -0.540 -0.969
H -3.258 2.614 -2.989
N 3.381 0.347 -0.363
P -0.588 -2.552 1.085
H -1.624 -4.253 2.578
C 3.780 1.431 0.377
C -3.885 2.098 -0.111
H -2.787 -3.427 1.513

## Properties
Total charge: +1
Molecular weight (u): 456.288
E_HOMO (Eh): -0.32612
Frontier orbital gap (Ha): 0.1982
E (eV): -70584.914

Results of the Löwdin charge analysis, in e, for atoms 1 through 8: 0.117 -0.212 -0.288 0.069 0.101 0.187 0.029 -0.307

***

Computed, not measured: a cluster of 10 separate species, C24H38N10 in total at a distorted geometry, with the ωB97M-V functional and the def2-TZVPD basis.

Element x y z (Å)
H 13.009 13.941 11.072
H 15.354 9.472 11.825
H 7.536 10.328 14.806
C 12.244 10.332 6.208
H 13.059 15.261 16.425
H 13.815 9.809 12.621
H 9.734 11.248 14.446
C 19.627 12.245 11.334
N 12.197 12.195 15.778
H 13.683 14.783 14.858
H 11.531 10.688 6.970
H 8.979 14.314 8.131
N 11.304 8.909 13.603
H 11.946 15.088 15.097
C 13.173 14.126 12.067
H 8.143 11.489 8.870
H 7.854 6.828 7.127
H 7.101 12.718 8.174
H 11.233 13.568 9.082
H 10.505 11.865 9.072
N 16.846 9.168 9.818
C 8.218 10.675 12.838
C 10.573 9.794 13.421
C 8.696 7.587 6.868
C 9.107 8.328 8.109
H 15.558 7.633 7.610
H 9.539 7.104 6.361
C 14.604 14.252 12.192
C 13.498 7.058 7.561
C 8.092 12.299 8.149
H 8.897 13.505 9.785
H 12.309 9.270 6.392
C 17.042 11.472 8.677
H 15.248 6.043 8.334
H 6.311 10.013 13.675
H 8.345 8.335 6.227
H 20.334 13.814 10.237
H 16.381 11.491 7.803
C 9.665 10.887 13.341
C 12.822 14.697 15.552
H 15.129 11.037 12.704
N 12.427 7.205 7.190
C 9.065 13.367 8.693
C 12.580 13.286 15.782
N 19.871 11.141 11.503
C 19.767 13.720 11.144
C 14.619 10.243 12.097
C 14.870 6.997 8.161
C 7.369 9.887 13.803
C 10.481 12.831 8.628
C 8.455 11.857 6.844
H 7.491 8.816 13.772
H 18.035 11.578 8.360
H 16.853 12.257 9.434
H 18.752 14.120 10.870
H 12.657 15.078 12.373
H 10.107 11.667 12.726
N 15.708 14.532 12.319
C 14.075 10.875 10.877
N 9.400 8.992 8.979
H 20.319 14.241 11.888
H 8.232 10.275 11.799
N 14.531 11.391 6.623
H 10.858 12.622 7.630
C 16.923 10.149 9.252
H 14.655 7.533 9.100
H 12.801 13.224 12.574
H 11.818 10.403 5.208
N 8.885 11.549 5.799
C 13.488 10.973 6.365
N 13.690 11.421 9.972
H 7.730 11.680 12.885

## Properties
Molecular weight (u): 466.638
E_HOMO (Eh): -0.40785
SMILES string: CCCC#N.CCCC#N.CC#N.CC#N.CC#N.CC#N.CC#N.CC#N.CC#N.CC#N
Frontier orbital gap (Ha): 0.4146
E (eV): -40401.222

Results of the Löwdin charge analysis, in e, for atoms 1 through 8: 0.020 0.061 0.087 -0.083 0.074 0.032 0.142 -0.277

***

Computed, not measured: a structure of composition C4H7NO3S at a distorted geometry, with the ωB97M-V functional and the def2-TZVPD basis.

Element x y z (Å)
H -0.991 0.473 0.982
C -0.036 -1.497 -0.628
C 0.116 1.679 -0.527
O 2.092 0.600 1.232
O -1.000 -0.597 -0.701
N 1.214 0.949 -1.117
O 3.132 -0.650 -0.573
C 0.839 -1.735 0.389
H -0.367 2.441 -1.122
H 0.410 2.227 0.292
H -0.269 -2.031 -1.557
H 1.579 -2.589 0.466
H 0.700 -1.197 1.251
C -1.011 0.702 -0.045
H -2.002 1.264 -0.399
S 2.030 0.193 -0.143

## Properties
ΔE to the lowest compared entry with this formula, charge and spin (kcal/mol): 87.2
Molecular weight (u): 149.171
E_HOMO (Eh): -0.35268
Frontier orbital gap (Ha): 0.3489
E (eV): -22724.871

Results of the natural (NBO) charge analysis, in e, for atoms 1 through 8: 0.188 0.278 -0.261 -0.914 -0.493 -0.865 -0.867 -0.669

***

Computed, not measured: a structure of composition C4H9N2 at a distorted geometry, with the ωB97M-V functional and the def2-TZVPD basis.

Element x y z (Å)
C -1.467 -1.650 1.026
H 1.266 2.088 1.336
H -1.839 -2.399 0.436
C 0.487 0.592 -1.410
N 0.645 0.643 -0.092
H 0.467 1.262 -2.142
H 0.776 2.583 -0.310
C 0.532 -0.766 -0.020
C 0.558 1.859 0.527
N 0.595 -0.732 -1.446
H 0.465 -1.448 -2.255
H -1.868 -0.704 0.787
H 1.088 -1.322 0.704
H -0.536 1.976 0.870
H -1.168 -1.982 1.990

## Properties
Total charge: +1
ΔE to the lowest compared entry with this formula, charge and spin (kcal/mol): 68.3
Spin multiplicity: 3
Molecular weight (u): 85.130
E_HOMO (alpha / beta) (Eh): -0.43499 / -0.55185
Frontier orbital gap (alpha / beta) (Ha): 0.3057 / 0.3071
E (eV): -7260.500

Results of the natural (NBO) charge analysis, in e, for atoms 1 through 8: -0.492 0.249 0.173 0.329 -0.378 0.228 0.232 0.350

***

Computed, not measured: the molecule C8H8N2S2 at a distorted geometry, with the ωB97M-V functional and the def2-TZVPD basis.

Element x y z (Å)
H -2.779 2.407 1.889
S -1.012 -1.072 1.343
H -0.958 1.945 -0.957
H 1.349 -2.098 1.588
H -0.756 1.402 2.062
S -2.582 -0.632 -1.205
H 1.335 1.018 -2.071
C -2.301 -1.018 0.430
C 2.486 -1.502 -0.231
N 0.533 -0.536 0.669
C 1.526 0.356 -1.293
C -1.176 1.846 1.083
C 1.445 -1.554 0.667
H 3.363 -0.621 -2.010
H 3.173 -2.348 -0.172
H -3.728 -1.303 -1.232
C -0.618 1.341 -0.126
C 2.513 -0.557 -1.203
N -2.308 2.388 1.058
C 0.496 0.537 -0.289

## Properties
ΔE to the lowest compared entry with this formula, charge and spin (kcal/mol): 127.9
Molecular weight (u): 196.300
E_HOMO (alpha / beta) (Eh): -0.26566 / -0.26570
Frontier orbital gap (alpha / beta) (Ha): 0.2637 / 0.2638
E (eV): -33071.082

Results of the natural (NBO) charge analysis, in e, for atoms 1 through 8: 0.337 0.674 0.236 0.218 0.136 0.187 0.221 -0.561

***

Computed, not measured: a cluster of 2 separate species, C5H7NO2S2 in total at a distorted geometry, with the ωB97M-V functional and the def2-TZVPD basis.

Element x y z (Å)
C -0.359 0.159 -0.878
S -0.990 -0.666 -3.251
S 0.482 0.279 0.684
C -0.571 -0.557 1.565
O 2.032 -0.552 -0.141
C -1.776 0.500 -1.026
H -3.143 0.278 -2.741
N 1.765 1.197 2.692
H 2.577 -0.885 0.502
H -1.053 -1.353 0.983
H -0.468 -0.737 2.667
H -2.352 0.980 -0.370
C -2.205 0.054 -2.245
H 2.114 2.120 2.439
O 2.526 0.400 3.226
H 1.213 -0.734 -2.159
C 0.205 -0.484 -1.948

## Properties
ΔE to the lowest compared entry with this formula, charge and spin (kcal/mol): 137.4
Molecular weight (u): 177.250
E_HOMO (alpha / beta) (Eh): -0.31883 / -0.31878
Frontier orbital gap (alpha / beta) (Ha): 0.2915 / 0.2915
E (eV): -32547.548

Results of the natural (NBO) charge analysis, in e, for atoms 1 through 8: -0.295 0.406 1.031 -0.836 -0.993 -0.247 0.234 -0.045